Computed, not measured: a molecular structure, C40H28N11ORuS, with ωB97M-V/def2-TZVPD.

CARTESIAN COORDINATES (ANGSTROEM)
1 Ru -0.6211 -0.2500 0.0403
2 C 1.4717 -5.8130 -2.7374
3 C 1.5490 -6.2706 -1.4038
4 C 1.1544 -5.4771 -0.3512
5 C 0.6694 -4.1953 -0.6482
6 C 0.2158 -3.1320 0.1836
7 N 0.1888 -3.1758 1.5442
8 C -0.2488 -2.2206 2.2851
9 C -0.2097 -2.2380 3.7595
10 C 0.2373 -3.1962 4.6491
11 C 0.1646 -2.8947 6.0047
12 C -0.3378 -1.6701 6.4465
13 C -0.7839 -0.7122 5.5427
14 C -0.7106 -1.0231 4.1996
15 C -1.0808 -0.2370 3.0028
16 N -1.5754 0.9574 3.0673
17 C -1.8509 1.7017 1.9607
18 N -1.4557 1.4560 0.6715
19 C -1.9342 2.4474 -0.1549
20 N -1.8081 2.5383 -1.4904
21 C -1.3040 1.5956 -2.2376
22 N -0.8035 0.3669 -1.8447
23 C -0.4139 -0.3574 -2.9628
24 N -0.0671 -1.6320 -3.0205
25 C 0.0866 -2.3925 -1.9447
26 N -0.1283 -2.0623 -0.6296
27 C 0.5863 -3.7466 -1.9758
28 C 0.9955 -4.5541 -3.0362
29 C -0.7271 0.4530 -4.1453
30 C -0.6144 0.1743 -5.4945
31 C -1.0089 1.1624 -6.3832
32 C -1.4966 2.3938 -5.9326
33 C -1.6211 2.6587 -4.5775
34 C -1.2398 1.6622 -3.6941
35 C -2.6370 3.3987 0.6605
36 C -3.3093 4.5790 0.3432
37 C -3.9179 5.2660 1.3732
38 C -3.8662 4.7957 2.7016
39 C -3.2043 3.6288 3.0201
40 C -2.5877 2.9295 1.9806
41 N -0.8106 -1.0036 1.8920
42 H 1.7961 -6.4653 -3.5382
43 H 1.9289 -7.2654 -1.2097
44 H 1.2125 -5.8212 0.6731
45 H 0.6261 -4.1419 4.2943
46 H 0.5041 -3.6206 6.7329
47 H -0.3782 -1.4655 7.5085
48 H -1.1772 0.2420 5.8686
49 H 0.9369 -4.1933 -4.0548
50 H -0.2192 -0.7752 -5.8306
51 H -0.9314 0.9834 -7.4484
52 H -1.7884 3.1462 -6.6542
53 H -2.0070 3.6024 -4.2149
54 H -3.3456 4.9344 -0.6784
55 H -4.4498 6.1852 1.1613
56 H -4.3552 5.3649 3.4823
57 H -3.1579 3.2607 4.0364
58 C 6.0767 0.7401 -5.8890
59 C 4.6476 1.1393 -5.6621
60 C 3.9478 1.9156 -6.5758
61 C 2.6439 2.2349 -6.2460
62 N 2.0669 1.8511 -5.1136
63 C 2.8128 1.0859 -4.2990
64 S 2.0964 0.5500 -2.8007
65 N 4.0789 0.7070 -4.5393
66 H 6.4073 0.9814 -6.8980
67 H 6.1958 -0.3282 -5.7115
68 H 6.7185 1.2619 -5.1768
69 H 4.3986 2.2524 -7.4996
70 H 2.0318 2.8348 -6.9144
71 C 4.7695 -1.1298 -0.5842
72 N 3.7920 -0.4035 0.2250
73 C 4.2025 0.6025 1.1937
74 C 2.5026 -0.5787 -0.0049
75 O 1.6188 0.0717 0.5819
76 H 5.6896 -0.5519 -0.6210
77 H 4.3956 -1.2352 -1.6020
78 H 4.9859 -2.1130 -0.1643
79 H 5.2693 0.5000 1.3734
80 H 3.6635 0.4645 2.1294
81 H 3.9901 1.6056 0.8221
82 H 2.2754 -1.3229 -0.7712

Output
* E_LUMO (spin up / spin down): -0.9 / -2.2 eV
* expectation value of S²: 8.882
* 2S+1: 6
* DFT total energy: -2711.805550 Ha
* orbital gap (spin up / spin down): 0.183 / 0.166 Eh



Computed, not measured: a molecular structure, C40H29BrF9N5O4PSTi at a distorted geometry, with ωB97M-V/def2-TZVPD.

CARTESIAN COORDINATES (ANGSTROEM)
1 Ti -0.3948 -0.5585 0.2594
2 Br 0.9032 1.6960 2.6669
3 C -0.9610 1.3595 2.5945
4 C -1.8135 1.9853 3.4697
5 C -3.1723 1.6393 3.4464
6 C -3.5766 0.6310 2.5824
7 C -2.6492 0.0481 1.7394
8 N -1.3353 0.4359 1.6958
9 C -2.9004 -1.1862 0.9222
10 O -4.0154 -1.6174 0.7163
11 O -1.7813 -1.7203 0.5424
12 H -1.4281 2.7167 4.1609
13 H -3.8633 2.1163 4.1200
14 H -4.5930 0.2708 2.5531
15 N 3.3482 -1.9576 0.8814
16 C 4.1383 -1.0919 0.0066
17 C 3.2154 -0.3644 -0.9734
18 C 2.3511 0.6441 -0.2054
19 O 2.8154 1.6753 0.2330
20 O 1.1153 0.2980 -0.0499
21 H 3.9226 -2.3207 1.6359
22 H 3.0015 -2.7562 0.3534
23 H 4.9026 -1.6506 -0.5540
24 H 4.6404 -0.3542 0.6357
25 H 2.5657 -1.0766 -1.4905
26 H 3.8204 0.1769 -1.7012
27 N 0.7511 -1.5518 1.9051
28 C 0.6881 -2.9411 1.6103
29 C 0.8211 -3.9297 2.5605
30 C 0.8514 -5.2755 2.1803
31 C 0.7598 -5.6296 0.8586
32 C 0.5913 -4.6495 -0.1384
33 C 0.4230 -4.9504 -1.5061
34 C 0.1982 -3.9197 -2.3916
35 C 0.1877 -2.6016 -1.9341
36 N 0.3886 -2.2811 -0.6611
37 C 0.5555 -3.2844 0.2426
38 H 0.6366 -1.3887 2.9071
39 H 1.7070 -1.2454 1.6278
40 H 0.9138 -3.6736 3.6069
41 H 0.9560 -6.0338 2.9412
42 H 0.7970 -6.6662 0.5659
43 H 0.4429 -5.9792 -1.8299
44 H 0.0234 -4.1202 -3.4354
45 H 0.0324 -1.7737 -2.6255
46 F 2.0252 9.3331 -0.0389
47 C 0.7992 8.9185 0.3342
48 F 0.6489 9.2892 1.6122
49 F -0.0716 9.6555 -0.3803
50 C 0.6098 7.4451 0.1137
51 C 0.4245 6.5750 1.1774
52 C 0.2645 5.2228 0.9291
53 C 0.2896 4.7305 -0.3703
54 C 0.4741 5.6163 -1.4287
55 C 0.6377 6.9661 -1.1919
56 P -0.0015 2.9176 -0.6130
57 C -1.7216 3.1602 -1.2458
58 C -2.0910 3.5336 -2.5317
59 C -3.4307 3.6204 -2.8721
60 C -4.4036 3.3288 -1.9279
61 C -4.0479 2.9875 -0.6288
62 C -2.7119 2.9194 -0.2962
63 C -5.8627 3.3547 -2.2773
64 F -6.5588 4.1722 -1.4603
65 F -6.1067 3.7754 -3.5243
66 F -6.4365 2.1473 -2.1591
67 C 0.9968 2.6731 -2.1273
68 C 0.5898 1.8571 -3.1809
69 C 1.4719 1.5326 -4.1951
70 C 2.7794 2.0020 -4.1509
71 C 3.2001 2.8142 -3.1055
72 C 2.3085 3.1488 -2.1055
73 C 3.7302 1.5644 -5.2261
74 F 4.9614 2.0744 -5.0948
75 F 3.8803 0.2205 -5.2294
76 F 3.3095 1.8911 -6.4605
77 H 0.4082 6.9498 2.1893
78 H 0.1318 4.5405 1.7563
79 H 0.5008 5.2520 -2.4450
80 H 0.7845 7.6522 -2.0127
81 H -1.3428 3.7496 -3.2808
82 H -3.7176 3.8992 -3.8744
83 H -4.8091 2.7587 0.1008
84 H -2.4219 2.6665 0.7146
85 H -0.4176 1.4707 -3.2150
86 H 1.1542 0.9074 -5.0171
87 H 4.2209 3.1619 -3.0657
88 H 2.6420 3.7511 -1.2736
89 S -3.2636 0.1379 -3.1552
90 C -2.1725 0.1381 -2.0283
91 N -1.2858 0.2245 -1.2401

Output
* E_LUMO (spin up / spin down): -1.0 / -1.0 eV
* expectation value of S²: 0.761
* 2S+1: 2
* DFT total energy: -7178.518435 Ha
* orbital gap (spin up / spin down): 0.207 / 0.267 Eh



Energy above the lowest of the compared OMol25 structures with the same formula, charge and spin across the listed records, respectively: 119.9; 0.0 kJ/mol.